No. 1
ORCA calculation (wB97M-V/def2-TZVPD) on a molecular structure, C36H54HgN3OP2.

```
97
Properties=species:S:1:pos:R:3:lowdin_spin:R:1
Hg 0.015 -0.368 1.659 0.0015
C -3.681 -1.405 -1.956 0.0004
C -3.475 -0.255 -0.965 0.0022
C -3.526 -0.788 0.464 0.0000
P -1.820 0.511 -1.312 0.0190
C -2.087 1.240 -3.014 0.0066
C -0.907 2.133 -3.396 0.0019
C -3.402 1.985 -3.218 0.0006
C -1.858 2.025 -0.272 0.0660
C -3.013 2.572 0.279 -0.0091
C -2.989 3.683 1.115 0.0677
C -4.252 4.219 1.729 0.0120
C -1.756 4.274 1.394 -0.0104
C -0.594 3.784 0.840 0.0638
C -0.624 2.657 -0.003 0.0226
N 0.518 2.063 -0.481 0.4107
C 1.590 2.779 -0.900 0.0145
C 1.497 4.122 -1.339 0.0969
C 2.590 4.775 -1.860 -0.0142
C 3.824 4.132 -1.961 0.1079
C 5.013 4.830 -2.559 0.0191
C 3.919 2.810 -1.527 -0.0119
C 2.842 2.105 -1.008 0.0984
P 2.914 0.340 -0.459 0.0072
C 3.423 -0.538 -2.024 0.0037
C 4.810 -0.350 -2.629 -0.0004
C 2.335 -0.272 -3.066 0.0012
C 4.385 0.249 0.685 0.0042
C 5.659 1.056 0.446 -0.0005
C 3.868 0.538 2.099 0.0003
H -4.609 -1.935 -1.725 0.0000
H -2.858 -2.119 -1.884 0.0002
H -3.749 -1.057 -2.988 0.0000
H -4.278 0.474 -1.105 0.0004
H -2.755 -1.548 0.606 0.0000
H -4.498 -1.250 0.660 0.0000
H -3.363 -0.007 1.208 -0.0001
H -2.064 0.365 -3.672 0.0001
H -0.906 3.046 -2.796 0.0002
H -0.980 2.430 -4.444 0.0003
H 0.050 1.633 -3.242 0.0004
H -3.485 2.823 -2.521 -0.0001
H -4.271 1.343 -3.081 0.0001
H -3.452 2.393 -4.231 0.0001
H -3.972 2.116 0.066 -0.0015
H -5.134 3.789 1.255 0.0000
H -4.310 5.304 1.634 0.0027
H -4.299 3.983 2.795 0.0043
H -1.711 5.127 2.062 -0.0019
H 0.361 4.231 1.085 0.0015
H 0.538 4.619 -1.302 0.0040
H 2.488 5.797 -2.207 -0.0031
H 5.018 5.891 -2.305 0.0025
H 4.999 4.755 -3.649 0.0076
H 5.946 4.390 -2.210 0.0011
H 4.882 2.327 -1.607 -0.0025
H 3.344 -1.589 -1.718 0.0005
H 4.972 0.676 -2.961 -0.0003
H 4.915 -0.990 -3.509 0.0000
H 5.603 -0.621 -1.932 0.0000
H 2.430 0.743 -3.462 0.0007
H 1.331 -0.366 -2.640 -0.0001
H 2.422 -0.966 -3.905 0.0000
H 4.637 -0.820 0.633 0.0001
H 5.474 2.123 0.584 -0.0004
H 6.089 0.911 -0.544 0.0001
H 6.414 0.762 1.180 0.0000
H 3.508 1.569 2.173 0.0003
H 4.669 0.415 2.832 0.0000
H 3.041 -0.118 2.370 0.0000
C -3.739 -3.284 3.150 0.0000
C -2.255 -3.228 3.477 0.0001
N -1.637 -4.550 3.530 0.0000
C -2.008 -5.403 4.660 0.0000
C -2.784 -6.638 4.230 0.0000
C -0.553 -4.945 2.810 0.0000
O 0.102 -5.931 3.119 0.0000
C -0.179 -4.180 1.575 0.0001
C 1.160 -3.941 1.310 0.0001
C 1.498 -3.287 0.141 0.0000
C 0.487 -2.918 -0.735 0.0002
N -0.801 -3.175 -0.516 0.0002
C -1.110 -3.793 0.620 0.0000
H -4.153 -2.274 3.128 0.0000
H -4.292 -3.856 3.897 0.0000
H -3.915 -3.745 2.177 0.0000
H -2.111 -2.747 4.450 0.0000
H -1.726 -2.609 2.756 0.0002
H -2.605 -4.793 5.339 0.0000
H -1.099 -5.697 5.186 0.0000
H -3.708 -6.359 3.721 0.0000
H -3.040 -7.247 5.098 0.0000
H -2.182 -7.243 3.554 0.0000
H 1.912 -4.266 2.017 0.0000
H 2.530 -3.061 -0.091 0.0000
H 0.717 -2.385 -1.650 0.0001
H -2.165 -3.995 0.781 0.0000
```

Spin multiplicity   2
Kohn-Sham gap (spin up / spin down)   8.03 / 6.09 eV
Total charge   0
Calculated total energy   -67479.2976 eV
Energy relative to the best compared isomer or geometry (same formula, charge and spin)   0.000 eV
E_LUMO (spin up / spin down)   0.6866 / -1.4264 eV

***

No. 2
ORCA calculation (wB97M-V/def2-TZVPD) on a molecular structure, C36H54MgN5O2P2 in a non-equilibrium geometry.

```
100
Properties=species:S:1:pos:R:3:lowdin_charge:R:1
C -2.313 0.161 -1.473 -0.3623
C -2.450 -0.264 0.834 -0.3458
C -3.688 -0.014 -1.638 -0.0671
C -3.868 -0.327 0.735 -0.0369
C -4.483 -0.200 -0.497 -0.0698
H -4.088 0.007 -2.654 0.1066
H -4.441 -0.498 1.646 0.1120
H -5.568 -0.247 -0.607 0.1098
N -1.754 0.176 -0.264 0.0155
P 0.110 1.283 -2.415 1.1130
P -0.245 -1.317 2.562 1.0354
C -1.403 0.246 -2.710 -0.2473
H -1.089 -0.779 -2.976 0.0789
H -1.990 0.604 -3.567 0.0750
C 2.215 -0.574 1.680 -0.1396
O 3.139 -1.240 1.509 0.0626
C -1.787 -0.619 2.062 -0.2888
H -2.456 -0.482 2.924 0.0524
C -0.649 -3.193 2.861 -0.6505
C 0.235 -0.484 4.215 -0.6764
C 1.485 0.668 -3.575 -0.6814
C -0.528 3.012 -2.861 -0.6798
C 0.621 -3.964 2.460 -0.0936
H 1.483 -3.705 3.088 0.0759
H 0.427 -5.038 2.583 0.0885
H 0.882 -3.786 1.410 0.0513
C -1.076 -3.551 4.288 -0.0994
H -0.318 -3.353 5.051 0.0577
H -2.015 -3.058 4.569 0.0815
H -1.263 -4.637 4.308 0.0897
C -1.815 -3.601 1.958 -0.0952
H -2.001 -4.678 2.092 0.0962
H -2.739 -3.078 2.232 0.0831
H -1.597 -3.423 0.901 0.0342
C 1.391 -1.279 4.844 -0.0860
H 2.256 -1.342 4.173 0.0639
H 1.706 -0.752 5.755 0.0909
H 1.110 -2.295 5.135 0.0557
C 0.745 0.935 3.924 -0.1142
H 1.588 0.916 3.221 0.0279
H -0.038 1.577 3.511 0.0699
H 1.103 1.380 4.864 0.0926
C -0.962 -0.368 5.151 -0.0939
H -1.385 -1.337 5.429 0.0597
H -0.622 0.130 6.071 0.0898
H -1.752 0.247 4.712 0.0723
C 0.641 4.007 -2.764 -0.0869
H 0.238 5.023 -2.885 0.0910
H 1.151 3.959 -1.792 0.0626
H 1.382 3.856 -3.560 0.0692
C -1.620 3.400 -1.843 -0.0756
H -2.535 2.808 -1.981 0.0848
H -1.293 3.283 -0.801 0.0596
H -1.883 4.458 -2.004 0.0937
C -1.149 3.080 -4.260 -0.0892
H -1.493 4.113 -4.422 0.0953
H -0.431 2.849 -5.050 0.0544
H -2.018 2.420 -4.367 0.0757
C 1.610 -0.858 -3.414 -0.1042
H 0.740 -1.391 -3.822 0.0800
H 2.497 -1.198 -3.970 0.0935
H 1.749 -1.146 -2.367 0.0514
C 2.824 1.315 -3.160 -0.0970
H 3.031 1.248 -2.083 0.0446
H 3.633 0.792 -3.691 0.0917
H 2.885 2.372 -3.447 0.0682
C 1.214 0.994 -5.050 -0.0961
H 0.218 0.664 -5.376 0.0882
H 1.344 2.062 -5.274 0.0707
H 1.955 0.456 -5.663 0.0926
Mg 0.301 0.668 0.324 0.4647
N 0.564 -1.242 -0.289 0.1284
C 0.066 -2.287 -0.516 -0.0995
C -0.156 -3.527 -1.179 -0.2265
C 0.962 -4.272 -1.590 -0.0175
C -1.459 -3.968 -1.492 -0.0204
C 0.778 -5.485 -2.250 -0.0561
H 1.964 -3.888 -1.382 0.1281
C -1.623 -5.205 -2.119 -0.0499
H -2.328 -3.358 -1.229 0.1274
C -0.512 -5.967 -2.493 -0.0514
H 1.649 -6.060 -2.563 0.1144
H -2.626 -5.582 -2.312 0.1152
H -0.643 -6.935 -2.991 0.1178
C -0.243 5.056 2.011 0.0300
N 0.886 4.314 1.418 -0.0142
C 2.098 4.917 1.205 0.0166
C 3.148 4.191 0.719 0.0229
C 2.953 2.824 0.453 -0.3345
N 1.743 2.268 0.578 0.1274
C 0.727 3.018 1.081 -0.4881
O -0.404 2.423 1.206 -0.0577
N 3.938 1.980 0.017 0.1795
H 0.051 5.439 2.995 0.1068
H -1.107 4.398 2.122 0.1025
H -0.511 5.902 1.366 0.1068
H 2.120 5.967 1.485 0.1501
H 4.124 4.637 0.570 0.1240
H 4.880 2.346 0.060 0.1217
H 3.860 1.004 0.318 0.0992
```

Kohn-Sham gap   5.09 eV
Total charge   +1
Calculated total energy   -73773.1764 eV
Energy relative to the best compared isomer or geometry (same formula, charge and spin)   0.000 eV
E_LUMO   -3.0739 eV

***

No. 3
ORCA calculation (wB97M-V/def2-TZVPD) on 7 unconnected molecules or ions with the total composition C36H54N3O7PS4 in a non-equilibrium geometry.

```
105
Properties=species:S:1:pos:R:3:lowdin_charge:R:1
S -0.538 -1.666 4.092 0.1585
P -0.549 -2.070 2.188 0.3744
N 0.602 -0.994 1.315 -0.2473
C 1.680 -0.534 2.222 -0.3033
C 1.625 0.978 2.650 0.0186
C 2.753 1.530 3.566 -0.0364
C 3.882 0.584 4.035 -0.0573
C 3.971 -0.942 3.646 -0.5549
S 5.356 -2.011 4.215 0.6669
C 2.841 -1.472 2.730 -0.3957
S 2.738 -3.228 2.094 0.8813
C 2.192 -2.945 0.327 -0.3965
C 2.734 -3.757 -0.871 -0.0638
C 2.162 -3.369 -2.283 -0.0522
C 1.130 -2.199 -2.466 -0.0025
C 0.594 -1.345 -1.255 -0.0774
C -0.428 -0.137 -1.471 -0.1702
C -1.862 -0.331 -0.771 -0.1938
C -2.127 0.896 0.229 -0.2554
C -3.178 0.603 1.404 -0.4696
S -4.929 0.334 0.824 0.8952
C -5.379 -1.440 1.081 -0.5216
N -6.124 -2.140 0.079 -0.0288
N -6.301 -3.421 0.489 -0.0207
C -5.668 -3.571 1.772 -0.0796
O -5.111 -2.315 2.159 -0.0543
C 1.147 -1.777 0.155 -0.2213
H -1.865 -2.022 1.632 -0.0392
H -0.066 -3.420 1.962 -0.0159
H 0.771 1.637 2.249 0.0955
H 2.683 2.643 3.850 0.0594
H 4.706 1.025 4.683 0.0888
H 4.891 -2.576 5.411 -0.1044
H 3.496 -4.611 -0.736 0.0984
H 2.561 -3.990 -3.162 0.0892
H 0.791 -1.969 -3.527 0.0925
H -0.505 0.095 -2.581 0.0896
H 0.067 0.794 -0.991 0.1187
H -2.651 -0.235 -1.613 0.1169
H -2.002 -1.367 -0.316 0.0828
H -2.579 1.745 -0.412 0.1092
H -1.185 1.334 0.707 0.0931
H -2.893 -0.250 2.108 0.0470
H -3.204 1.555 2.064 0.0922
H -5.684 -4.558 2.340 0.1360
C -7.808 1.284 3.119 -0.0386
C -8.359 2.609 3.575 -0.5038
O -7.695 3.369 4.255 0.0591
C -9.763 2.956 3.158 -0.0285
H -6.789 1.167 3.493 0.0744
H -8.421 0.471 3.515 0.0880
H -7.787 1.246 2.028 0.0711
H -10.463 2.217 3.554 0.0847
H -9.829 2.992 2.068 0.0848
H -10.027 3.938 3.557 0.0819
C 5.729 -1.028 -1.673 -0.0211
C 4.604 -0.040 -1.835 -0.5008
O 4.202 0.285 -2.937 0.0484
C 3.997 0.529 -0.581 -0.0175
H 6.069 -1.354 -2.658 0.0821
H 6.566 -0.556 -1.152 0.0840
H 5.380 -1.900 -1.116 0.0765
H 4.757 1.070 -0.011 0.0888
H 3.573 -0.276 0.024 0.0587
H 3.199 1.225 -0.848 0.0834
C -0.940 2.936 -5.141 -0.0343
C -1.841 2.591 -3.987 -0.4597
O -1.496 1.795 -3.131 0.0425
C -3.186 3.266 -3.930 -0.0159
H -0.008 2.376 -5.052 0.0827
H -1.421 2.665 -6.081 0.0710
H -0.710 4.004 -5.126 0.0906
H -3.768 3.010 -4.818 0.0883
H -3.056 4.348 -3.862 0.0859
H -3.727 2.922 -3.046 0.0790
C 0.417 -0.366 -8.802 -0.0220
C 0.142 0.883 -8.007 -0.4839
O -0.329 0.828 -6.885 0.0445
C 0.472 2.202 -8.653 -0.0157
H 0.132 -1.240 -8.213 0.0844
H -0.170 -0.357 -9.723 0.0863
H 1.483 -0.432 -9.033 0.0876
H -0.113 2.325 -9.568 0.0884
H 1.539 2.250 -8.878 0.0899
H 0.222 3.015 -7.967 0.0737
C 6.540 -7.322 2.557 -0.0254
C 5.412 -6.335 2.406 -0.4938
O 5.003 -6.006 1.307 0.0459
C 4.811 -5.771 3.666 -0.0432
H 6.874 -7.644 1.569 0.0823
H 7.379 -6.851 3.075 0.0854
H 6.196 -8.197 3.113 0.0850
H 5.573 -5.231 4.232 0.0712
H 4.390 -6.578 4.270 0.0894
H 4.012 -5.075 3.403 0.0028
C -0.003 5.499 4.458 -0.0170
C 1.256 5.247 3.673 -0.4770
O 2.065 4.407 4.027 0.0274
C 1.477 6.071 2.433 -0.0186
H -0.028 4.834 5.324 0.0876
H -0.020 6.533 4.810 0.0879
H -0.877 5.297 3.835 0.0877
H 1.525 7.130 2.694 0.0875
H 0.669 5.894 1.720 0.0872
H 2.422 5.781 1.969 0.0862
```

SMILES   S=[PH2]N1c2cccc(S)c2Sc2cccc(CCCCSc3nnco3)c21.CC(C)=O.CC(C)=O.CC(C)=O.CC(C)=O.CC(C)=O.CC(C)=O
Kohn-Sham gap   8.21 eV
Total charge   0
Calculated total energy   -109628.9516 eV
E_LUMO   0.1834 eV

***

No. 4
ORCA calculation (wB97M-V/def2-TZVPD) on a molecular structure, C36H55ClOP4W in a non-equilibrium geometry.

```
98
Properties=species:S:1:pos:R:3:lowdin_spin:R:1
P 1.650 1.216 -3.641 0.3983
C 3.194 1.535 -2.893 0.0564
C 4.047 0.842 -3.804 0.0706
H 3.618 0.013 -4.369 0.0030
C 5.319 1.323 -4.048 -0.0026
H 5.910 0.848 -4.826 -0.0013
C 5.794 2.407 -3.298 0.0571
H 6.794 2.781 -3.516 0.0025
C 5.013 3.002 -2.296 0.0174
H 5.438 3.832 -1.729 0.0003
C 3.707 2.560 -2.055 0.0280
H 3.085 2.989 -1.261 0.0002
C 1.111 -0.454 -3.507 0.0543
C 1.839 -1.576 -3.016 0.0427
H 2.706 -1.435 -2.370 0.0010
C 1.451 -2.858 -3.413 -0.0002
H 2.014 -3.742 -3.076 -0.0005
C 0.375 -3.038 -4.287 0.0535
H 0.121 -4.035 -4.661 0.0027
C -0.385 -1.941 -4.717 -0.0071
H -1.214 -2.061 -5.422 -0.0013
C -0.071 -0.672 -4.267 0.0504
H -0.653 0.200 -4.568 0.0007
C 0.406 2.452 -3.398 0.0435
C 0.735 3.088 -4.624 0.0659
H 1.670 2.755 -5.112 0.0215
C -0.118 4.015 -5.186 0.0092
H 0.145 4.432 -6.151 -0.0004
C -1.280 4.379 -4.472 0.0123
H -1.927 5.121 -4.919 0.0008
C -1.590 3.804 -3.229 0.0099
H -2.489 4.138 -2.704 0.0005
C -0.764 2.805 -2.676 0.0075
H -0.982 2.364 -1.704 -0.0003
W 0.009 -0.003 2.211 0.7167
C -1.650 -1.210 1.582 -0.0030
C -1.889 -1.464 0.266 0.1080
H -2.356 -1.675 2.267 -0.0033
C -1.042 -0.757 -0.816 0.0089
O -2.003 0.048 -1.670 0.0040
H -1.595 0.528 -2.431 0.0008
C -0.151 0.007 0.099 -0.0029
H -0.488 -1.478 -1.465 0.0011
C 0.722 0.857 0.645 0.0050
Cl 1.855 1.184 3.233 0.0818
P -1.386 2.058 2.327 0.0208
P 1.779 -1.865 1.864 0.0097
C -0.920 3.190 3.661 0.0040
H 0.155 3.412 3.596 0.0008
H -1.129 2.748 4.641 0.0001
H -1.506 4.107 3.529 -0.0001
C -1.470 3.153 0.889 -0.0020
H -2.142 2.740 0.126 0.0000
H -0.477 3.294 0.445 -0.0002
H -1.858 4.128 1.213 -0.0004
C -3.112 1.573 2.585 0.0112
H -3.209 0.829 3.384 0.0003
H -3.502 1.133 1.657 -0.0005
H -3.685 2.473 2.842 0.0015
C 2.778 -2.183 3.355 0.0005
H 2.160 -2.615 4.152 0.0000
H 3.216 -1.242 3.710 0.0008
H 3.574 -2.893 3.092 -0.0003
C 1.020 -3.470 1.455 0.0069
H 0.579 -3.433 0.450 0.0000
H 0.216 -3.699 2.167 -0.0002
H 1.777 -4.266 1.494 0.0005
C 3.049 -1.681 0.577 -0.0010
H 3.417 -0.647 0.547 -0.0002
H 2.647 -1.942 -0.409 0.0003
H 3.893 -2.353 0.795 -0.0003
P -3.237 -2.527 -0.265 0.0199
C -3.800 -3.490 1.134 0.0002
C -2.635 -3.621 -1.550 0.0036
H -4.149 -2.853 1.952 0.0000
H -3.005 -4.135 1.524 0.0000
H -4.637 -4.142 0.861 -0.0001
H -2.271 -3.033 -2.398 0.0001
H -3.428 -4.294 -1.903 0.0004
H -1.810 -4.230 -1.159 0.0002
C -4.584 -1.528 -0.890 0.0069
H -4.969 -0.878 -0.092 0.0001
H -5.403 -2.141 -1.274 0.0010
H -4.185 -0.894 -1.693 0.0000
H 1.499 1.353 0.057 -0.0020
C -1.617 0.395 5.924 -0.0001
C -0.251 0.141 5.311 0.0002
C 0.736 -0.471 6.299 -0.0002
C -0.404 -0.841 4.137 0.0017
H -2.087 -0.582 6.061 0.0000
H -2.280 0.961 5.257 0.0000
H -1.581 0.915 6.894 0.0000
H 0.179 1.103 5.001 0.0004
H 0.422 -1.503 6.451 0.0000
H 1.749 -0.501 5.871 0.0000
H 0.777 0.054 7.266 0.0000
H 0.399 -1.593 4.175 0.0018
H -1.376 -1.335 4.200 0.0002
```

Spin multiplicity   3
Kohn-Sham gap (spin up / spin down)   6.95 / 4.65 eV
Total charge   +2
Calculated total energy   -91757.0622 eV
E_LUMO (spin up / spin down)   -5.0665 / -7.5598 eV

***

> The highest calculated total energy belongs to which entry?

C36H54HgN3OP2